{"formula": "C60H66O3", "method": "the ωB97M-V functional and the def2-TZVPD basis", "total_energy_ev": -69432.5122, "molar_mass_g_mol": 835.18, "homo_energy_ev": -8.955, "de_lowest_ev": 0.000, "orbital_gap_ev": 9.239, "lumo_ev": 0.28, "multiplicity": 1, "symbols": ["O", "O", "O", "C", "C", "C", "C", "C", "C", "C", "C", "C", "C", "C", "C", "C", "C", "C", "C", "C", "C", "C", "C", "C", "C", "C", "C", "C", "C", "C", "C", "C", "C", "C", "C", "C", "C", "C", "C", "C", "C", "C", "C", "C", "C", "C", "C", "C", "C", "C", "C", "C", "C", "C", "C", "C", "C", "C", "C", "C", "C", "C", "C", "H", "H", "H", "H", "H", "H", "H", "H", "H", "H", "H", "H", "H", "H", "H", "H", "H", "H", "H", "H", "H", "H", "H", "H", "H", "H", "H", "H", "H", "H", "H", "H", "H", "H", "H", "H", "H", "H", "H", "H", "H", "H", "H", "H", "H", "H", "H", "H", "H", "H", "H", "H", "H", "H", "H", "H", "H", "H", "H", "H", "H", "H", "H", "H", "H", "H"], "xyz": [[3.032, -0.324, -5.020], [2.818, 2.951, -0.375], [-1.598, 3.744, -4.531], [-5.589, 0.862, -2.673], [1.546, -2.559, 2.890], [4.435, -5.627, -0.253], [5.513, -2.011, 0.445], [-3.725, -2.883, 0.197], [0.170, 0.415, 0.252], [4.765, -5.609, -1.598], [1.107, 4.008, 5.596], [-0.661, -3.418, -4.627], [4.733, -0.818, 0.413], [0.700, -3.196, -4.926], [-3.184, 1.945, 1.559], [-1.514, 5.245, -0.563], [-1.189, -4.678, -4.620], [-0.740, -3.386, 2.712], [3.037, -3.975, -1.973], [2.732, -3.945, -0.644], [1.839, 3.471, 2.950], [-0.535, 5.809, 1.532], [-3.075, 0.972, 2.551], [-3.758, 2.284, -2.055], [1.510, -0.560, -1.523], [-2.845, -1.962, -0.271], [-1.638, -2.368, -0.921], [1.072, -1.426, 3.521], [0.882, 0.264, -2.426], [-3.052, 1.368, 3.912], [-1.198, -2.190, 3.333], [-1.477, -3.730, -1.196], [-0.330, -5.763, -4.810], [1.544, -4.282, -5.133], [0.884, 2.714, 3.601], [4.550, -0.082, 1.583], [5.864, -1.604, 2.786], [-0.171, 1.106, -2.046], [3.378, -4.852, 0.223], [-0.298, -1.237, 3.780], [0.625, -3.555, 2.502], [-6.494, 1.938, -2.511], [2.041, 4.805, 5.007], [1.179, -0.460, -0.136], [-2.302, 7.195, 0.547], [-6.018, 3.177, -2.116], [-3.450, 3.654, 3.223], [4.098, -4.795, -2.454], [0.510, 2.986, 4.946], [6.100, -2.361, 1.666], [5.129, -0.450, 2.749], [-0.596, 4.965, 0.420], [-0.484, 1.209, -0.660], [-4.243, 1.029, -2.421], [-3.255, 2.685, 4.221], [-2.407, -4.660, -0.725], [-1.426, 6.919, 1.626], [2.427, 4.556, 3.647], [1.003, -5.560, -5.075], [-3.559, -4.223, -0.095], [-3.459, 3.254, 1.918], [-4.667, 3.354, -1.871], [-2.351, 6.357, -0.516], [-1.464, -4.149, 2.433], [-2.305, -5.709, -1.011], [-3.032, -0.070, 2.247], [0.816, 4.143, 6.617], [-3.189, 1.613, 0.542], [-2.574, 3.649, -4.454], [-2.265, -4.833, -4.453], [0.996, -4.479, 2.065], [0.423, 1.837, 3.109], [-0.083, 0.471, 1.296], [-3.078, 6.487, -1.319], [-3.555, 0.205, -2.453], [0.138, 4.180, 0.290], [4.988, -6.264, 0.420], [6.681, -3.275, 1.735], [1.784, -0.699, 3.897], [-1.216, 1.911, -0.289], [1.747, -1.048, 0.569], [-3.735, 3.937, 1.135], [-1.317, -2.574, -4.485], [-0.645, -0.367, 4.326], [2.101, 3.232, 1.939], [3.285, 0.592, -4.803], [2.601, -2.698, 2.732], [4.392, -4.754, -3.500], [-0.801, -6.742, -4.743], [-0.177, 2.324, 5.406], [-4.322, -4.929, 0.159], [1.133, 0.182, -3.480], [-7.534, 1.765, -2.719], [4.004, 0.874, 1.597], [-3.034, -0.903, -0.250], [2.491, -3.405, -2.719], [3.084, -4.956, 1.250], [2.128, 2.467, -0.856], [3.149, 5.225, 3.158], [-1.404, 7.534, 2.495], [-4.666, -2.563, 0.587], [-0.680, 1.732, -2.758], [-2.737, 2.419, -1.707], [3.724, -0.635, -5.596], [1.842, -3.442, -0.308], [-3.623, 4.675, 3.486], [-1.516, 4.678, -1.504], [5.644, -2.579, -0.475], [-2.265, -2.026, 3.478], [2.578, -4.079, -5.392], [5.001, 0.183, 3.610], [-0.636, -4.061, -1.805], [1.622, -6.429, -5.215], [2.494, 5.652, 5.516], [1.063, -2.173, -4.928], [6.221, -1.956, 3.747], [-0.983, -1.620, -1.348], [-2.859, 0.620, 4.658], [4.369, -0.423, -0.538], [-4.221, 4.263, -1.520], [-5.948, -0.140, -2.961], [5.655, -6.152, -1.934], [0.252, 5.702, 2.299], [-3.276, 2.998, 5.260], [3.623, 2.426, -0.489], [-2.982, 8.054, 0.561], [-1.403, 4.677, -4.347], [-6.735, 3.979, -2.025], [2.301, -1.247, -1.776]], "mulliken_charge": [-0.539, -0.671, -0.630, -0.599, -0.519, -0.623, -0.346, -0.602, -0.595, -0.448, -0.396, -0.272, -0.331, -0.363, 0.200, -0.005, -0.516, -0.668, 0.243, 0.623, -0.722, 0.008, -0.384, 0.120, -0.093, -0.173, 0.004, -0.216, -0.841, -0.335, 0.190, -0.485, -0.424, -0.239, 0.457, 0.076, -0.176, -0.250, -0.583, -0.776, -0.121, -0.451, -0.499, 0.076, -0.333, -0.536, -0.527, -0.871, -0.734, -0.624, -0.718, -0.279, 0.780, -0.250, -0.448, -1.044, -0.772, -0.624, -0.618, -0.627, -0.413, -0.366, -0.595, 0.369, 0.425, -0.058, 0.388, 0.158, 0.311, 0.388, 0.314, 0.274, -0.677, 0.425, 0.628, 0.388, 0.394, 0.375, 0.430, 0.065, 0.395, 0.411, 0.436, 0.259, 0.697, 0.271, 0.347, 0.337, 0.381, 0.440, 0.411, 0.213, 0.389, 0.133, 0.475, 0.282, 0.266, 0.318, 0.376, 0.486, 0.487, 0.536, -0.015, 0.255, 0.089, 0.482, 0.226, 0.432, 0.406, 0.475, 0.447, 0.771, 0.385, 0.366, 0.370, 0.361, 0.359, 0.493, 0.386, 0.242, 0.350, 0.331, 0.195, 0.375, 0.278, 0.352, 0.290, 0.407, 0.446]}